No. 1
This record from OMol25 describes 2 unconnected molecules or ions with the total composition C3H8ClOP at a distorted geometry. The level of theory is ωB97M-V/def2-TZVPD.

Output
- Structure (SMILES): C/C=C/Cl.O=[PH3]
- HOMO: -9.39 eV
- ΔE to the lowest compared entry with this formula, charge and spin: 12.6 kcal per mole
- Charge: 0
- Total energy: -995.80751 a.u.

The geometry in XYZ format:
```
14
Properties=species:S:1:pos:R:3:forces:R:3:nbo_charge:R:1
C -1.57910 -1.54415 -0.38499 -0.848 0.914 -0.872 -0.6327
C -0.36020 -0.83467 0.20944 -0.683 -1.943 -1.144 -0.2025
C 0.81951 -1.33919 -0.18673 -2.181 -0.782 -0.052 -0.2740
Cl 2.29235 -0.58887 0.06966 1.900 -0.550 0.351 0.0224
H -2.26892 -0.73287 -0.90598 1.235 -1.736 1.151 0.2183
H -1.24919 -2.24832 -1.17747 -0.323 0.435 0.419 0.2068
H -2.16502 -2.13151 0.35136 0.172 0.595 -0.309 0.2206
H -0.63730 -0.05503 0.89562 0.832 0.558 0.104 0.2395
H 0.82440 -2.33972 -0.71034 0.292 1.524 0.331 0.2205
O 0.84655 1.64070 2.29967 -1.293 -0.932 1.678 -1.1016
P 1.49069 2.03857 1.06178 1.630 -1.566 1.316 1.4104
H 2.89909 1.96604 1.21653 -0.186 -0.036 -0.808 -0.0826
H 1.05280 1.48394 -0.08259 -0.171 -0.590 -1.261 -0.0987
H 1.27769 3.25364 0.74318 -0.376 4.110 -0.905 -0.1462
```
Forces are in eV/Å.

---

No. 2
This record from OMol25 describes a molecular structure, C6H12FO6Rb2 at a distorted geometry. The level of theory is ωB97M-V/def2-TZVPD.

Output
- HOMO: -13.34 eV
- ΔE to the lowest compared entry with this formula, charge and spin: 97.1 kcal per mole
- Charge: +1
- Total energy: -834.98328 a.u.

The geometry in XYZ format:
```
27
Properties=species:S:1:pos:R:3:forces:R:3:lowdin_charge:R:1
Rb 0.94554 -2.14357 2.98389 2.899 -3.262 4.169 1.2663
Rb 1.73506 -2.21717 -0.39183 4.158 -5.745 1.822 1.3840
F 0.21996 -1.69197 1.03426 -3.267 0.231 -0.684 -1.0751
C -2.30370 -0.81804 0.98993 -1.096 -2.008 0.361 -0.0289
O -1.48911 0.32599 1.16903 -0.868 0.707 1.163 -0.0275
C -0.69959 0.49348 2.22291 -0.558 1.081 0.405 -0.5705
O -0.39231 -0.32007 3.07253 -2.019 3.023 -0.076 -0.1782
O -0.25746 1.79621 2.19216 -1.966 -1.422 -0.772 -0.0379
C 0.29768 2.35114 3.35551 1.223 -0.313 0.676 -0.0263
H -3.14490 -0.90331 1.67784 0.161 0.682 0.441 0.1083
H -1.78381 -1.77281 1.06881 0.368 0.496 0.136 0.0783
H -2.79232 -0.86799 0.01686 0.515 0.940 -0.249 0.1110
H -0.29137 2.21129 4.26191 -0.171 -0.243 -0.205 0.1090
H 0.44414 3.42087 3.20607 -0.067 -0.220 -0.288 0.1093
H 1.25820 1.84303 3.44111 0.245 0.398 0.694 0.0997
C 0.63102 -0.58576 -4.83005 0.241 0.220 -1.880 -0.0285
O 0.39277 0.26057 -3.70846 0.435 -0.957 1.519 0.0414
C 0.89359 -0.05707 -2.50500 -0.699 -2.548 -0.436 -0.5289
O 1.46948 -1.14116 -2.17745 -1.769 5.796 -5.870 -0.3233
O 0.48842 0.82912 -1.64360 0.652 0.507 0.812 0.0814
C 0.57611 0.45629 -0.23335 0.558 -0.520 -0.921 -0.0424
H 0.98013 -1.61559 -4.75478 0.704 0.390 1.190 0.0995
H 1.26296 0.04712 -5.45311 0.317 -0.617 -0.220 0.1051
H -0.25910 -0.77547 -5.42988 -0.617 0.767 0.523 0.0975
H 0.43720 1.32808 0.40601 0.118 -0.124 -0.997 0.1096
H 1.48182 -0.08369 0.04272 0.641 1.645 -0.426 0.0198
H -0.10052 -0.36962 -0.01393 -0.138 1.097 -0.887 0.0475
```
Forces are in eV/Å.

---

No. 3
This record from OMol25 describes 2 unconnected molecules or ions with the total composition C2H7N4 at a distorted geometry. The level of theory is ωB97M-V/def2-TZVPD.

Output
- HOMO (alpha / beta): -11.14 / -11.70 eV
- ΔE to the lowest compared entry with this formula, charge and spin: 125.9 kcal per mole
- Charge: +1
- Total energy: -299.02141 a.u.

The geometry in XYZ format:
```
13
Properties=species:S:1:pos:R:3:forces:R:3:nbo_charge:R:1
C -1.28399 -0.13691 0.45968 0.796 -0.824 -2.537 0.2839
C 0.84426 0.97053 -0.22681 -0.662 -1.965 4.849 -0.1692
N 3.43917 -0.30122 0.33795 -1.524 1.227 -0.301 -0.2888
N 2.50668 -0.73412 -0.17959 0.627 -0.130 0.247 0.0597
N -2.30106 -0.83543 -0.15761 0.222 1.135 1.161 -0.7421
N -0.32566 0.28138 -0.35722 -0.150 0.921 -0.867 -0.4617
H -1.01293 -0.03254 1.46482 -0.564 -0.219 1.617 0.2231
H 1.10328 1.46321 -1.05712 1.341 1.802 -2.724 0.2001
H 1.15172 1.23941 0.80411 -0.144 -0.008 -1.060 0.2033
H 4.33605 -0.23130 0.76873 0.833 -0.868 0.079 0.4542
H -3.16322 -1.02406 0.36232 0.597 0.161 -0.269 0.4296
H -2.43728 -0.40956 -1.06845 -0.626 -0.619 -0.059 0.3947
H -0.47180 0.22302 -1.35560 -0.746 -0.612 -0.136 0.4132
```
Forces are in eV/Å.

---

No. 4
This record from OMol25 describes a molecular structure, C24H24CoF3N4O3PS at a distorted geometry. The level of theory is ωB97M-V/def2-TZVPD.

Output
- HOMO (alpha / beta): -12.43 / -12.43 eV
- ΔE to the lowest compared entry with this formula, charge and spin: 24.8 kcal per mole
- Charge: +1
- Total energy: -3795.36166 a.u.

The geometry in XYZ format:
```
61
Properties=species:S:1:pos:R:3:forces:R:3:nbo_charge:R:1
Co 1.65423 0.18711 -1.84458 -0.038 1.282 -0.907 0.8657
O 5.31783 -0.76341 -1.82517 -0.158 -0.217 0.006 -0.8669
S 4.01815 -0.53901 -1.30790 0.058 0.498 -0.030 2.3790
O 3.42554 0.82433 -1.62885 -0.083 -0.712 0.235 -0.9076
O 2.90516 -1.45675 -1.69596 0.080 0.049 0.021 -0.9837
C 4.07092 -0.50384 0.44956 0.057 -0.168 0.120 -0.2499
C 5.25381 -0.82262 1.09628 -0.115 0.028 -0.060 -0.1930
C 5.28937 -0.79536 2.48225 -0.021 0.008 0.058 -0.1656
C 4.14934 -0.46982 3.20215 0.046 -0.018 0.038 -0.1780
C 2.96684 -0.15986 2.54683 0.007 0.006 -0.114 -0.1765
C 2.92068 -0.15463 1.15483 -0.034 0.044 0.100 -0.3908
P 1.31620 0.14489 0.35146 -0.172 -0.325 0.012 1.2248
C 0.36760 -1.30046 0.92657 -0.030 0.090 -0.018 -0.3919
C -0.72161 -1.17353 1.78614 0.022 -0.072 -0.039 -0.2234
C -1.37194 -2.31150 2.25293 0.008 0.091 -0.022 -0.1596
C -0.93361 -3.56820 1.87216 0.016 -0.024 -0.006 -0.1966
C 0.16687 -3.69693 1.03066 0.018 0.006 0.003 -0.1995
C 0.81716 -2.57178 0.55804 0.008 0.031 0.027 -0.1797
C 0.53765 1.59854 1.05175 0.049 0.043 -0.043 -0.4394
C 1.23610 2.53202 1.80935 -0.070 0.031 -0.010 -0.1646
C 0.59231 3.68766 2.23270 0.059 -0.053 -0.004 -0.1972
C -0.73175 3.91335 1.89295 -0.031 0.005 0.000 -0.1531
C -1.42703 2.98851 1.12234 0.035 -0.049 -0.026 -0.2230
C -0.79203 1.83615 0.69695 0.014 0.059 -0.015 -0.1288
H 6.12598 -1.08098 0.51270 0.009 -0.004 -0.014 0.2608
H 6.20841 -1.03564 2.99863 -0.002 -0.002 0.010 0.2389
H 4.17447 -0.46230 4.28348 0.011 -0.001 -0.001 0.2363
H 2.07777 0.07183 3.11996 -0.005 0.002 0.012 0.2324
H -1.05856 -0.20008 2.11021 -0.021 0.022 0.019 0.2311
H -2.21396 -2.20723 2.92416 0.000 0.003 0.004 0.2213
H -1.43739 -4.45148 2.24230 0.002 -0.003 -0.002 0.2297
H 0.52168 -4.67886 0.74711 0.002 0.003 -0.007 0.2313
H 1.66477 -2.67647 -0.10582 0.004 -0.013 -0.016 0.2487
H 2.27694 2.37329 2.05417 0.023 0.019 0.005 0.2311
H 1.13305 4.41760 2.81922 0.008 -0.003 0.004 0.2339
H -1.22435 4.81921 2.21974 0.000 0.002 0.003 0.2311
H -2.45542 3.17424 0.84291 -0.003 -0.001 0.001 0.2284
H -1.32301 1.12638 0.07116 -0.016 0.001 0.011 0.2051
C -3.88732 1.50970 -1.83805 0.001 -0.027 -0.006 -0.6134
C -4.31723 0.04972 -1.94601 0.049 -0.001 0.116 -0.2284
C -4.19801 -0.67441 -0.60621 0.001 0.035 -0.044 -0.6182
C -3.56739 -0.68827 -3.05522 -0.007 0.054 -0.024 -0.2145
N -2.14195 -0.87143 -2.74744 -0.102 0.087 -0.120 -0.1484
C -1.52294 -1.89463 -2.13449 0.030 -0.046 -0.038 0.1784
N -0.25227 -1.61339 -2.02966 -0.436 0.201 -0.620 -0.2684
N -0.13361 -0.38321 -2.59815 0.591 -1.219 1.354 -0.1690
N -1.25810 0.07571 -3.01557 -0.076 -0.312 0.015 0.0339
H -4.47107 2.01369 -1.06770 -0.005 0.012 -0.004 0.2234
H -4.03577 2.04137 -2.77829 0.003 0.009 0.002 0.2273
H -2.83088 1.60112 -1.57452 -0.018 0.004 -0.006 0.2014
H -5.36464 0.02153 -2.25913 -0.003 -0.002 -0.004 0.2275
H -3.17233 -0.64697 -0.22422 -0.008 0.004 0.005 0.1952
H -4.50500 -1.71984 -0.68009 -0.010 -0.006 0.011 0.2147
H -4.83178 -0.19337 0.13804 0.001 -0.012 0.009 0.2342
H -3.61628 -0.13582 -3.99128 0.044 -0.033 -0.027 0.2451
H -3.98397 -1.68215 -3.21225 0.048 -0.023 -0.004 0.2279
H -2.01103 -2.78993 -1.78945 -0.011 -0.008 -0.014 0.2475
F 0.03065 2.19127 -2.91718 -0.180 0.128 0.091 -0.3302
C 1.18589 1.98847 -2.27467 0.274 0.207 -0.087 0.8318
F 2.15430 2.30487 -3.16420 -0.132 0.039 -0.160 -0.3265
F 1.23258 2.88159 -1.28758 0.211 0.249 0.199 -0.3318
```
Forces are in eV/Å.

---

No. 5
This record from OMol25 describes a molecular structure, C10H12O2 at a distorted geometry. The level of theory is ωB97M-V/def2-TZVPD.

Output
- HOMO: -8.75 eV
- ΔE to the lowest compared entry with this formula, charge and spin: 211.5 kcal per mole
- Charge: 0
- Total energy: -538.38278 a.u.

The geometry in XYZ format:
```
24
Properties=species:S:1:pos:R:3:forces:R:3:nbo_charge:R:1
C -1.35477 -1.22775 0.15528 -2.479 -0.542 5.031 0.0998
C -2.23458 -0.11395 -0.23961 -2.966 0.074 -1.309 -0.4788
C -2.13527 1.12275 0.66734 -0.381 -0.872 2.222 -0.1743
C -1.95210 2.38421 0.29241 0.845 -0.509 -4.879 -0.3933
C 0.10420 -0.78534 0.07367 -0.963 -2.917 5.034 -0.1541
C 0.91492 -1.09086 1.20056 4.793 3.642 -5.417 -0.1238
C 2.37084 -0.63612 1.04382 -8.983 0.336 -3.905 -0.2790
C 2.94658 -0.00616 0.04355 -5.997 1.506 -5.141 0.3217
C 1.96383 0.29796 -1.05760 1.944 2.501 -1.347 -0.2604
C 0.67172 -0.11001 -0.95395 -1.085 2.207 -5.425 -0.2186
H -1.12164 -2.21555 -1.19085 8.167 1.014 -10.418 0.4354
H -1.90703 -1.48137 1.30985 2.821 0.425 -2.635 0.1673
H -1.91054 -0.14193 -1.37861 -1.487 1.621 1.823 0.2168
H -3.41877 -0.47928 -0.08502 3.136 0.799 -0.924 0.2323
H -2.34605 0.79933 2.02657 0.729 1.163 -4.523 0.2058
H -1.70945 2.83022 -0.93242 -0.883 -2.189 3.505 0.1788
H -1.90601 3.24736 0.83654 -0.084 1.620 2.117 0.1978
H 0.99250 -1.64989 2.05183 -1.821 -1.588 2.041 0.2264
H 2.88334 -0.96127 1.72194 5.963 -3.225 7.754 0.1776
H 4.49209 0.85659 -0.88249 -1.760 -2.143 3.681 0.5015
H 2.06621 1.13761 -2.10514 0.661 -2.864 3.540 0.2104
H 0.08784 0.24842 -2.03976 1.015 -1.365 3.693 0.2196
O -1.65528 -2.37631 -0.59615 -7.288 -1.773 8.870 -0.6694
O 4.15741 0.35136 0.03823 6.105 3.079 -3.388 -0.6393
```
Forces are in eV/Å.

---

What is the total energy in the first record? -995.80751 a.u.

---

Which value of charge does entry 1 give? 0

---

The highest ΔE to the lowest compared entry with this formula, charge and spin belongs to which entry? C10H12O2